No. 1
Here is a 3-piece molecular cluster, C7H16O2 overall at a distorted geometry from the OMol25 dataset. Energies are from wB97M-V/def2-TZVPD.

Output
frontier orbital gap: 9.5 eV
SMILES: C=C/C=C(/C)CC.O.O
energy relative to the best compared isomer or geometry (same formula, charge and spin): 103.2 kcal/mol

Structure (ORCA input):
```
! wB97M-V def2-TZVPD RIJCOSX def2/J DEFGRID3
* xyz 0 1
C -1.98 -1.81 0.28
C -0.96 -1.41 -0.39
C -1.04 -0.04 -0.86
C -0.39 0.92 -0.14
C -0.02 2.11 -1.02
C 0.02 0.91 1.32
C -1.27 1.21 2.17
H -1.92 -2.88 0.73
H -3.07 -1.52 0.53
H -0.02 -1.92 -0.31
H -1.41 0.28 -1.71
H 1.02 1.92 -1.51
H -0.04 3.07 -0.51
H -0.59 2.18 -1.87
H 0.53 1.73 1.56
H 0.50 -0.02 1.60
H -0.89 1.34 3.19
H -2.03 0.42 2.13
H -1.92 2.04 1.88
O 2.74 -0.97 1.18
H 2.43 -0.98 0.23
H 2.14 -1.37 1.67
O 1.83 -0.81 -2.51
H 1.14 -1.38 -2.38
H 1.43 0.05 -2.76
*
```

***

No. 2
Here is a 5-piece molecular cluster, C3H14O5 overall at a distorted geometry from the OMol25 dataset. Energies are from wB97M-V/def2-TZVPD.

Output
frontier orbital gap: 9.1 eV
SMILES: C=C(C)O.O.O.O.O
energy relative to the best compared isomer or geometry (same formula, charge and spin): 30.5 kcal/mol

Structure (ORCA input):
```
! wB97M-V def2-TZVPD RIJCOSX def2/J DEFGRID3
* xyz 0 1
C 2.10 -1.82 0.33
C 1.16 -1.39 1.17
C 1.37 -0.70 2.47
O -0.18 -1.63 0.95
H 3.13 -1.52 0.24
H 1.73 -2.49 -0.45
H 1.07 0.34 2.56
H 0.74 -1.25 3.14
H 2.38 -0.76 2.88
H -0.25 -1.75 -0.01
O -0.44 2.11 -1.92
H -0.27 1.65 -2.75
H -0.73 2.99 -2.18
O -0.94 -0.83 -3.28
H -0.46 -1.57 -2.91
H -1.88 -1.02 -3.16
O 0.53 1.76 0.74
H -0.10 1.87 0.01
H 0.09 2.06 1.55
O -2.51 1.43 0.42
H -3.01 1.58 1.24
H -2.21 0.52 0.58
*
```

***

No. 3
Here is C6H13NO3 as an isolated structure at a distorted geometry from the OMol25 dataset. Energies are from wB97M-V/def2-TZVPD.

Output
frontier orbital gap: 8.9 eV
energy relative to the best compared isomer or geometry (same formula, charge and spin): 80.3 kcal/mol

Structure (ORCA input):
```
! wB97M-V def2-TZVPD RIJCOSX def2/J DEFGRID3
* xyz 0 1
C 0.41 -1.06 -0.17
C 0.61 -0.35 1.17
C -1.25 2.21 0.61
C 0.39 1.14 0.92
C 1.64 -0.98 -1.07
C -0.78 -0.23 -0.70
N 0.07 -2.46 0.02
O -0.71 0.45 -1.86
O -2.36 1.61 0.92
O -1.93 -0.47 -0.25
H 0.21 0.58 -2.13
H -2.36 0.56 0.38
H -0.06 -2.94 -0.87
H -0.80 -2.54 0.54
H -0.16 -0.70 1.87
H 1.59 -0.57 1.60
H -0.99 3.05 1.26
H -1.09 2.39 -0.46
H 0.53 1.67 1.86
H 1.12 1.58 0.23
H 2.03 0.03 -1.16
H 1.43 -1.37 -2.07
H 2.43 -1.60 -0.63
*
```

***

No. 4
Here is C27H20Cl4GdN7O2S2 as an isolated structure at a distorted geometry from the OMol25 dataset. Energies are from wB97M-V/def2-TZVPD.

Output
frontier orbital gap (alpha / beta): 6.3 / 4.5 eV
energy relative to the best compared isomer or geometry (same formula, charge and spin): 0.0 kcal/mol

Structure (ORCA input):
```
! wB97M-V def2-TZVPD RIJCOSX def2/J DEFGRID3
* xyz 0 8
Gd 13.89 7.27 10.36
Cl 20.98 6.54 11.80
C 19.42 6.64 11.00
C 18.37 7.47 11.49
C 17.15 7.60 10.76
N 16.00 8.28 11.16
C 16.06 9.16 12.16
O 17.04 9.67 12.75
C 14.68 9.57 12.70
C 14.65 10.46 13.76
C 13.45 10.66 14.45
C 12.35 9.92 14.02
C 12.49 9.11 12.91
N 13.66 8.89 12.31
C 17.04 6.80 9.54
C 18.10 6.04 9.12
C 19.26 5.95 9.81
Cl 20.47 4.86 9.24
N 15.80 6.79 8.91
C 15.69 6.49 7.61
O 16.54 6.15 6.80
C 14.26 6.67 7.07
C 14.12 6.69 5.70
C 12.80 6.61 5.21
C 11.72 6.53 6.07
C 12.04 6.52 7.43
N 13.25 6.53 7.95
H 18.52 7.97 12.45
H 15.52 11.00 13.92
H 13.29 11.35 15.25
H 11.47 9.91 14.57
H 11.62 8.64 12.55
H 18.08 5.36 8.26
H 14.98 6.82 5.10
H 12.66 6.53 4.12
H 10.61 6.40 5.86
H 11.26 6.15 8.08
C 7.58 7.36 10.84
S 8.87 6.09 11.28
C 10.36 6.82 10.77
S 11.67 5.82 11.30
N 10.39 7.92 10.12
N 11.63 8.44 9.81
C 11.61 9.36 8.90
C 12.86 9.96 8.45
C 12.87 10.97 7.48
C 14.09 11.65 7.20
C 15.21 11.18 7.90
C 15.11 10.13 8.78
N 13.97 9.51 9.07
H 6.66 6.77 10.67
H 8.01 7.85 9.99
H 7.39 8.02 11.67
H 10.63 9.61 8.42
H 12.00 11.31 6.90
H 14.14 12.46 6.50
H 16.08 11.76 7.73
H 15.99 9.69 9.26
Cl 17.26 5.30 14.02
C 16.46 4.63 12.56
Cl 14.78 5.17 12.34
H 16.55 3.51 12.57
H 17.07 4.99 11.69
*
```

***

No. 5
Here is C22H19B2Br5CaF11MgN3O15PS2 as an isolated structure at a distorted geometry from the OMol25 dataset. Energies are from wB97M-V/def2-TZVPD.

Output
frontier orbital gap: 1.2 eV
energy relative to the best compared isomer or geometry (same formula, charge and spin): 403.5 kcal/mol

Structure (ORCA input):
```
! wB97M-V def2-TZVPD RIJCOSX def2/J DEFGRID3
* xyz -1 1
O -1.79 -2.17 0.84
C -1.24 -1.07 0.03
C -2.07 -0.24 -1.12
C -3.65 -0.68 -1.40
C -4.55 0.36 -0.45
C -4.84 -0.28 1.05
S -4.44 1.04 2.36
C -1.49 1.02 -1.99
C 0.05 1.50 -1.71
Br 0.81 3.07 -2.71
C 0.91 0.67 -0.58
N 2.33 0.87 -0.09
S 2.73 -0.33 1.15
N 1.23 -1.27 1.36
C 0.34 -0.61 0.32
H -1.59 -3.07 0.45
H -3.91 -0.57 -2.55
H -3.80 -1.81 -1.09
H -5.53 0.74 -0.97
H -3.88 1.33 -0.25
H -4.18 -1.21 1.30
H -5.97 -0.60 1.05
H -4.72 2.30 1.77
H -2.17 1.56 -2.80
N -2.89 -3.46 -4.80
C -3.68 -4.39 -5.43
C -4.19 -5.23 -4.47
C -3.71 -4.79 -3.21
C -2.91 -3.69 -3.45
H -2.38 -2.72 -5.26
H -3.80 -4.38 -6.50
H -4.85 -6.08 -4.65
H -3.92 -5.22 -2.24
H -2.35 -3.06 -2.77
F -0.19 1.21 3.56
P -1.07 1.41 4.83
F 0.25 1.55 5.65
F -0.98 -0.12 5.06
F -1.29 2.59 5.83
F -2.52 0.94 5.15
F -1.68 2.33 3.72
Mg -4.97 -3.78 -7.55
C -0.56 6.17 3.39
Br 0.98 6.48 2.24
Br -1.06 4.29 3.45
Br -0.30 6.90 5.17
H -1.40 6.71 2.95
B 6.73 -2.34 3.96
O 5.31 -2.54 4.29
C 4.63 -2.37 3.15
O 3.42 -2.46 3.06
C 5.54 -2.06 2.07
O 5.23 -1.86 0.91
O 6.80 -2.05 2.53
O 7.31 -1.25 4.75
C 8.32 -1.77 5.46
O 9.01 -1.13 6.23
C 8.44 -3.18 5.18
O 9.26 -3.94 5.66
O 7.51 -3.54 4.29
Ca -5.57 1.85 4.72
C 2.78 -1.66 -2.46
C 1.69 -2.55 -2.96
O 1.96 -2.67 -4.33
C 3.32 -2.53 -4.44
O 3.96 -2.84 -5.43
O 3.86 -2.00 -3.30
F 0.48 -1.97 -2.81
H 2.55 -0.60 -2.58
H 3.03 -1.85 -1.41
H 1.68 -3.55 -2.50
B -3.47 4.64 -2.69
F -2.51 5.56 -2.10
F -4.20 3.97 -1.64
F -4.40 5.38 -3.53
F -2.76 3.66 -3.50
Br -1.67 1.04 1.84
C 2.82 6.73 -1.34
O 2.97 6.54 -2.57
O 1.80 6.01 -0.87
O 3.44 7.45 -0.53
H 1.63 5.64 -1.76
*
```

***

No. 6
Here is one molecule with the formula C24H30N2O4 from the OMol25 dataset. Energies are from wB97M-V/def2-TZVPD.

Output
frontier orbital gap: 9.2 eV
SMILES: COc1ccc(CCNC(=O)[C@@H]2CCC(=O)N(CCc3ccc(OC)cc3)C2)cc1
energy relative to the best compared isomer or geometry (same formula, charge and spin): 27.4 kcal/mol

Structure (ORCA input):
```
! wB97M-V def2-TZVPD RIJCOSX def2/J DEFGRID3
* xyz 0 1
C -4.15 3.19 0.54
O -4.09 1.97 1.23
C -3.62 0.87 0.56
C -3.62 -0.32 1.28
C -3.17 -1.49 0.71
C -2.69 -1.50 -0.60
C -2.17 -2.77 -1.22
C -0.74 -3.08 -0.75
N 0.17 -1.99 -1.03
C 0.60 -1.72 -2.28
O 0.32 -2.42 -3.23
C 1.50 -0.49 -2.40
C 2.77 -0.66 -1.57
C 3.64 0.57 -1.81
C 2.94 1.82 -1.32
O 3.56 2.78 -0.89
N 1.59 1.81 -1.37
C 0.87 2.91 -0.78
C 0.06 2.49 0.47
C 0.75 1.40 1.25
C 0.10 0.21 1.51
C 0.73 -0.83 2.18
C 2.05 -0.69 2.58
O 2.78 -1.65 3.22
C 2.17 -2.88 3.51
C 2.71 0.52 2.33
C 2.07 1.55 1.68
C 0.76 0.79 -1.98
C -2.69 -0.31 -1.31
C -3.14 0.87 -0.74
H -4.79 3.13 -0.34
H -3.15 3.55 0.25
H -4.58 3.90 1.25
H -3.99 -0.31 2.30
H -3.19 -2.41 1.28
H -2.15 -2.67 -2.31
H -2.81 -3.61 -0.95
H -0.38 -3.96 -1.28
H -0.72 -3.27 0.32
H 0.36 -1.33 -0.28
H 1.78 -0.42 -3.45
H 2.54 -0.74 -0.51
H 3.30 -1.56 -1.88
H 4.59 0.50 -1.27
H 3.87 0.68 -2.87
H 1.62 3.65 -0.51
H 0.19 3.35 -1.52
H -0.07 3.37 1.11
H -0.93 2.14 0.18
H -0.93 0.08 1.22
H 0.18 -1.74 2.37
H 1.31 -2.76 4.17
H 1.86 -3.40 2.59
H 2.93 -3.47 4.01
H 3.73 0.62 2.66
H 2.60 2.47 1.50
H 0.27 1.23 -2.86
H -0.04 0.54 -1.27
H -2.33 -0.30 -2.33
H -3.13 1.77 -1.33
*
```

***

No. 7
Here is an isolated ion of composition C6H6N and charge +1 at a distorted geometry from the OMol25 dataset. Energies are from wB97M-V/def2-TZVPD.

Output
frontier orbital gap (alpha / beta): 7.9 / 7.9 eV
energy relative to the best compared isomer or geometry (same formula, charge and spin): 83.3 kcal/mol

Structure (ORCA input):
```
! wB97M-V def2-TZVPD RIJCOSX def2/J DEFGRID3
* xyz 1 1
C -0.50 1.24 1.54
C 0.74 1.41 0.96
C -1.37 0.41 0.90
C 1.27 0.61 0.01
C -0.06 -0.78 -0.74
C 0.67 -1.53 -1.70
N -0.97 -0.42 -0.05
H -1.01 1.93 2.21
H 1.28 2.10 1.59
H -2.39 0.34 1.26
H 0.43 -1.19 -2.65
H 1.70 -1.61 -1.44
H 0.22 -2.49 -1.88
*
```

***

No. 8
Here is C13H19N5RhS as an isolated structure at a distorted geometry from the OMol25 dataset. Energies are from wB97M-V/def2-TZVPD.

Output
frontier orbital gap (alpha / beta): 4.4 / 4.5 eV
energy relative to the best compared isomer or geometry (same formula, charge and spin): 47.9 kcal/mol

Structure (ORCA input):
```
! wB97M-V def2-TZVPD RIJCOSX def2/J DEFGRID3
* xyz 3 1
Rh 0.44 0.22 0.46
C -0.95 -2.79 3.08
C -0.77 -1.40 2.61
C -1.77 -0.75 1.85
C -1.74 0.62 1.65
C -0.65 1.40 2.13
C 0.41 0.74 2.80
C 0.35 -0.64 3.02
H -1.66 -3.36 2.47
H -1.39 -2.74 4.09
H -0.01 -3.33 3.20
H -2.64 -1.31 1.52
H -2.59 1.12 1.21
H -0.71 2.48 2.15
H 1.20 1.32 3.27
H 1.12 -1.11 3.62
N 1.75 -1.84 0.18
N 2.84 -1.73 -0.69
C 3.22 -0.56 -1.20
N 4.26 -0.48 -1.99
S 2.31 0.88 -0.88
H 2.08 -2.13 1.10
H 1.12 -2.57 -0.16
H 3.40 -2.56 -0.86
H 4.87 -1.27 -2.18
H 4.54 0.40 -2.41
N -0.77 3.38 -0.97
C -1.15 2.31 -1.69
C -1.89 2.46 -2.89
C -2.24 1.35 -3.61
C -1.86 0.08 -3.16
C -1.17 0.00 -1.98
N -0.82 1.08 -1.25
H -0.98 4.32 -1.29
H -0.21 3.27 -0.15
H -2.17 3.46 -3.21
H -2.82 1.46 -4.53
H -2.09 -0.81 -3.72
H -0.87 -0.97 -1.59
*
```

***

No. 9
Here is a 2-piece molecular cluster, CH3BrO2P overall at a distorted geometry from the OMol25 dataset. Energies are from wB97M-V/def2-TZVPD.

Output
frontier orbital gap: 7.1 eV
energy relative to the best compared isomer or geometry (same formula, charge and spin): 21.6 kcal/mol

Structure (ORCA input):
```
! wB97M-V def2-TZVPD RIJCOSX def2/J DEFGRID3
* xyz -1 1
C 0.69 -0.25 -0.04
O -2.07 -0.06 -0.52
O -0.46 1.05 -2.18
P -0.76 0.14 -1.09
Br -0.06 0.10 3.21
H 1.48 0.39 -0.18
H 0.18 -0.09 1.00
H 1.00 -1.28 -0.20
*
```

***

No. 10
Here is one molecule with the formula C5H8FNO at a distorted geometry from the OMol25 dataset. Energies are from wB97M-V/def2-TZVPD.

Output
frontier orbital gap: 9.8 eV
SMILES: O[C@@H]1[C@@H]2NC[C@H](F)[C@H]12
energy relative to the best compared isomer or geometry (same formula, charge and spin): 50.7 kcal/mol

Structure (ORCA input):
```
! wB97M-V def2-TZVPD RIJCOSX def2/J DEFGRID3
* xyz 0 1
O -1.51 -1.19 -1.10
C -1.44 -0.76 0.22
C -0.88 0.62 0.38
N -0.16 1.01 -0.82
C 1.22 0.70 -0.47
C 1.22 -0.60 0.34
F 1.37 -1.67 -0.52
C -0.15 -0.57 1.00
H -0.92 -0.57 -1.54
H -2.31 -1.05 0.77
H -1.40 1.40 0.95
H -0.32 1.99 -1.07
H 1.81 0.61 -1.40
H 1.70 1.47 0.17
H 2.01 -0.64 1.06
H -0.24 -0.78 2.02
*
```

***

No. 11
Here is one molecule with the formula C6H8FN at a distorted geometry from the OMol25 dataset. Energies are from wB97M-V/def2-TZVPD.

Output
frontier orbital gap: 9.5 eV
SMILES: FC1=CCN[C@@H]2C[C@@H]12
energy relative to the best compared isomer or geometry (same formula, charge and spin): 111.9 kcal/mol

Structure (ORCA input):
```
! wB97M-V def2-TZVPD RIJCOSX def2/J DEFGRID3
* xyz 0 1
F 1.52 1.95 1.37
C 0.93 0.96 0.58
C 1.31 0.76 -0.63
C 0.39 0.07 -1.67
N -0.65 -0.76 -1.14
C -0.41 -0.90 0.34
C -1.02 -0.78 1.69
C -0.34 0.35 1.17
H 2.22 1.15 -0.98
H -0.02 0.77 -2.37
H 0.97 -0.65 -2.46
H -1.40 -0.29 -1.53
H 0.44 -1.49 0.69
H -2.09 -0.70 1.83
H -0.65 -1.50 2.40
H -1.19 1.04 0.71
*
```

***

No. 12
Here is an isolated ion of composition C5H13NP and charge +1 at a distorted geometry from the OMol25 dataset. Energies are from wB97M-V/def2-TZVPD.

Output
frontier orbital gap (alpha / beta): 7.8 / 7.8 eV
SMILES: C=[N+](CC)PCC
energy relative to the best compared isomer or geometry (same formula, charge and spin): 63.5 kcal/mol

Structure (ORCA input):
```
! wB97M-V def2-TZVPD RIJCOSX def2/J DEFGRID3
* xyz 1 1
C -0.77 1.95 -0.01
N -0.82 0.48 0.06
C -1.97 -0.13 0.58
C -2.39 -1.26 -0.39
P 0.45 -0.40 -0.73
C 2.03 0.36 -0.21
C 2.94 -0.78 0.25
H -0.14 2.31 -0.84
H -1.58 2.43 0.50
H -1.85 -0.67 1.52
H -2.85 0.46 0.76
H -2.84 -0.77 -1.19
H -1.43 -1.86 -0.69
H -2.96 -1.98 0.13
H 0.11 -1.38 0.34
H 2.43 0.83 -1.02
H 1.98 1.14 0.53
H 3.24 -1.41 -0.57
H 3.88 -0.31 0.81
H 2.52 -1.25 1.08
*
```